{"formula": "C15H31Br2InO13", "method": "ωB97M-V with the def2-TZVPD basis set", "largest_force_ev_per_a": 4.25, "gap_ev": 2.23, "total_charge": 2, "lumo_ha": -0.4699, "species": ["In", "C", "O", "H", "H", "H", "Br", "C", "C", "Br", "H", "H", "H", "H", "C", "O", "C", "O", "O", "C", "H", "H", "H", "H", "H", "H", "C", "O", "C", "O", "O", "C", "H", "H", "H", "H", "H", "H", "C", "O", "C", "O", "O", "C", "H", "H", "H", "H", "H", "H", "C", "O", "C", "O", "O", "C", "H", "H", "H", "H", "H", "H"], "coordinates": [[2.941, -10.403, -0.083], [5.449, -13.756, 1.193], [4.484, -12.813, 0.780], [5.306, -14.172, 2.190], [5.296, -14.654, 0.594], [6.465, -13.385, 1.056], [4.883, -12.419, 7.745], [5.112, -14.164, 6.641], [5.840, -13.964, 5.268], [7.692, -13.249, 5.560], [4.142, -14.643, 6.510], [5.570, -14.943, 7.251], [5.317, -13.346, 4.538], [6.020, -14.899, 4.738], [6.330, -10.749, 3.119], [5.447, -10.764, 4.198], [4.201, -10.395, 4.032], [3.631, -9.959, 2.982], [3.524, -10.690, 5.202], [2.228, -10.045, 5.438], [7.172, -11.412, 3.320], [6.749, -9.762, 2.922], [5.914, -11.171, 2.204], [2.353, -8.987, 5.210], [1.953, -10.151, 6.488], [1.434, -10.453, 4.812], [4.102, -14.530, -2.701], [3.425, -13.932, -3.796], [2.910, -12.716, -3.575], [3.246, -11.984, -2.656], [2.089, -12.450, -4.563], [1.446, -11.113, -4.541], [4.679, -15.332, -3.162], [3.317, -14.869, -2.024], [4.791, -13.879, -2.163], [0.998, -10.906, -3.569], [0.655, -11.142, -5.289], [2.249, -10.399, -4.724], [2.238, -15.120, 0.684], [1.068, -15.105, -0.040], [0.816, -14.002, -0.826], [1.458, -12.989, -0.879], [-0.315, -14.287, -1.448], [-0.805, -13.403, -2.447], [2.239, -14.221, 1.300], [3.133, -15.119, 0.062], [2.329, -16.044, 1.255], [-1.711, -13.809, -2.897], [-0.032, -13.538, -3.204], [-0.946, -12.379, -2.101], [7.051, -10.514, -0.843], [7.217, -9.995, -2.131], [6.126, -9.675, -2.832], [4.961, -9.669, -2.441], [6.564, -9.415, -4.054], [5.730, -9.118, -5.189], [6.502, -9.874, -0.152], [8.031, -10.738, -0.421], [6.646, -11.525, -0.887], [6.182, -8.350, -5.817], [4.804, -8.761, -4.739], [5.389, -9.908, -5.858]], "nbo_charge": [1.07, -0.33, -0.17, 0.24, 0.34, 0.23, 0.17, -0.42, -0.44, 0.16, 0.25, 0.25, 0.22, 0.24, -0.26, -0.47, 1.01, -0.71, -0.50, -0.26, 0.21, 0.22, 0.17, 0.20, 0.22, 0.19, -0.25, -0.47, 1.00, -0.70, -0.47, -0.25, 0.22, 0.17, 0.18, 0.19, 0.23, 0.21, -0.25, -0.46, 1.00, -0.67, -0.46, -0.27, 0.19, 0.15, 0.22, 0.23, 0.19, 0.20, -0.26, -0.47, 1.01, -0.69, -0.47, -0.26, 0.18, 0.22, 0.17, 0.22, 0.19, 0.20]}



{"formula": "C15H31Cl14NO2", "method": "ωB97M-V with the def2-TZVPD basis set", "largest_force_ev_per_a": 3.09, "gap_ev": 10.45, "smiles": "C[N+](=O)[O-].ClCCCl.ClCCCl.ClCCCl.ClCCCl.ClCCCl.ClCCCl.ClCCCl", "total_charge": 0, "lumo_ha": -0.0016, "species": ["C", "N", "O", "O", "H", "H", "H", "Cl", "C", "C", "Cl", "H", "H", "H", "H", "Cl", "C", "C", "Cl", "H", "H", "H", "H", "Cl", "C", "C", "Cl", "H", "H", "H", "H", "Cl", "C", "C", "Cl", "H", "H", "H", "H", "Cl", "C", "C", "Cl", "H", "H", "H", "H", "Cl", "C", "C", "Cl", "H", "H", "H", "H", "Cl", "C", "C", "Cl", "H", "H", "H", "H"], "coordinates": [[17.522, 7.581, 21.630], [17.592, 6.101, 21.321], [16.636, 5.598, 20.743], [18.514, 5.454, 21.675], [16.575, 8.002, 21.290], [18.350, 8.024, 21.077], [17.500, 7.577, 22.720], [15.372, 15.641, 25.660], [14.535, 14.451, 26.624], [14.490, 13.047, 25.983], [16.116, 12.543, 25.730], [13.494, 14.733, 26.782], [15.074, 14.424, 27.571], [13.963, 12.997, 25.031], [14.138, 12.282, 26.676], [12.337, 9.883, 14.287], [12.586, 9.661, 16.038], [13.684, 8.674, 16.120], [13.076, 7.011, 16.099], [11.657, 9.324, 16.498], [12.790, 10.638, 16.478], [14.075, 8.823, 17.126], [14.498, 8.664, 15.396], [19.805, 13.376, 20.744], [19.084, 14.861, 20.115], [17.638, 14.611, 19.769], [17.394, 13.389, 18.515], [19.655, 15.123, 19.224], [19.092, 15.579, 20.935], [17.194, 15.542, 19.419], [17.040, 14.292, 20.622], [8.645, 3.755, 18.505], [9.152, 2.414, 19.554], [10.594, 1.964, 19.415], [10.875, 1.179, 17.837], [8.472, 1.564, 19.500], [9.065, 2.847, 20.551], [10.841, 1.179, 20.130], [11.371, 2.697, 19.632], [10.772, 8.710, 21.885], [9.032, 9.044, 21.696], [8.795, 10.502, 22.190], [9.862, 11.809, 21.690], [8.497, 8.202, 22.135], [8.660, 9.145, 20.677], [9.023, 10.509, 23.256], [7.765, 10.768, 21.950], [20.047, 0.356, 16.974], [18.560, 0.477, 17.989], [17.317, -0.165, 17.314], [17.517, -1.960, 16.953], [18.437, 1.551, 18.128], [18.744, 0.026, 18.964], [16.988, 0.284, 16.377], [16.494, -0.031, 18.016], [17.730, 0.740, 25.441], [19.273, 1.566, 25.857], [18.937, 2.869, 26.608], [20.477, 3.641, 27.135], [19.890, 1.664, 24.964], [19.724, 0.824, 26.516], [18.282, 2.743, 27.471], [18.404, 3.488, 25.886]], "nbo_charge": [-0.49, 0.54, -0.40, -0.36, 0.23, 0.24, 0.24, -0.03, -0.41, -0.41, -0.04, 0.22, 0.22, 0.22, 0.23, -0.07, -0.39, -0.40, -0.06, 0.23, 0.23, 0.21, 0.24, -0.06, -0.39, -0.39, -0.05, 0.23, 0.23, 0.22, 0.22, -0.05, -0.40, -0.39, -0.06, 0.23, 0.22, 0.22, 0.23, -0.05, -0.39, -0.40, -0.03, 0.24, 0.21, 0.21, 0.22, -0.07, -0.38, -0.36, -0.08, 0.23, 0.22, 0.22, 0.22, -0.08, -0.37, -0.38, -0.06, 0.23, 0.22, 0.23, 0.22]}